# 1
{
  "formula": "C24H72O24",
  "method": "ωB97M-V/def2-TZVPD",
  "elements": ["C", "H", "H", "H", "H", "H", "H", "H", "C", "H", "O", "O", "H", "O", "H", "C", "H", "H", "C", "C", "H", "C", "H", "H", "O", "O", "H", "O", "H", "C", "H", "H", "C", "H", "O", "H", "H", "O", "C", "H", "C", "H", "C", "H", "C", "H", "O", "H", "O", "H", "H", "C", "H", "H", "O", "O", "H", "H", "H", "C", "H", "O", "H", "C", "C", "O", "O", "O", "H", "H", "O", "H", "H", "C", "C", "O", "H", "H", "H", "H", "O", "H", "H", "H", "H", "H", "H", "H", "C", "H", "H", "H", "O", "H", "C", "O", "H", "H", "H", "H", "H", "H", "O", "O", "H", "H", "H", "C", "H", "H", "O", "H", "C", "C", "C", "H", "H", "H", "H", "H"],
  "coordinates": [[-16.250, -16.914, 2.211], [-14.193, -16.356, -2.548], [-24.780, -12.473, -0.380], [-15.732, -17.519, -1.119], [-14.712, -16.164, 1.061], [-17.020, -14.212, 2.209], [-28.015, -14.934, 0.198], [-21.658, -14.357, 7.610], [-20.040, -14.043, 0.093], [-15.247, -14.567, 2.769], [-21.725, -15.223, -5.937], [-16.721, -13.305, 2.304], [-21.595, -9.795, -3.985], [-21.927, -13.221, -3.750], [-14.116, -17.078, 2.452], [-24.908, -14.978, -4.032], [-21.970, -9.886, 2.771], [-19.902, -19.632, -6.090], [-21.757, -10.031, -2.007], [-17.253, -12.586, 3.356], [-17.371, -15.291, -1.020], [-25.381, -13.650, -4.746], [-19.909, -8.855, -2.193], [-27.175, -12.794, -0.349], [-22.127, -10.279, -3.348], [-20.747, -14.068, 3.813], [-22.350, -17.454, -1.349], [-18.103, -16.246, -2.767], [-16.500, -12.546, 4.144], [-20.264, -9.789, -1.756], [-27.261, -13.999, -5.166], [-16.369, -17.430, 3.164], [-17.383, -16.217, -1.594], [-21.380, -12.493, 2.884], [-25.121, -19.396, -1.724], [-22.321, -9.161, -1.672], [-22.680, -14.726, 3.731], [-14.500, -15.153, 2.910], [-26.629, -13.631, 0.087], [-18.067, -13.119, 3.847], [-21.848, -14.704, 4.434], [-20.004, -14.592, -2.032], [-22.306, -14.018, 5.818], [-25.710, -12.930, -3.996], [-20.722, -14.812, -5.067], [-23.969, -16.571, -4.520], [-24.368, -12.270, 2.628], [-23.684, -19.100, -0.245], [-18.841, -10.614, 3.853], [-25.258, -13.753, -1.503], [-18.786, -19.291, -3.864], [-19.839, -19.122, -4.091], [-18.814, -17.810, -6.791], [-26.658, -13.512, 1.171], [-18.801, -17.960, -5.843], [-26.438, -13.945, -5.658], [-19.962, -14.511, 4.142], [-23.935, -16.811, -1.658], [-17.769, -15.595, -3.389], [-23.798, -19.042, -1.328], [-22.042, -12.270, -3.695], [-20.228, -18.068, -3.199], [-22.398, -10.988, 3.971], [-20.835, -13.386, -4.611], [-23.285, -17.660, -1.870], [-24.240, -14.368, 0.282], [-21.999, -14.557, -1.296], [-19.445, -10.992, -1.925], [-19.097, -14.443, 0.466], [-21.425, -15.697, 4.585], [-14.996, -15.939, -2.227], [-23.534, -14.612, -0.322], [-24.492, -13.262, -5.243], [-14.846, -16.335, 2.129], [-17.932, -11.271, 2.938], [-27.275, -14.789, -0.396], [-25.765, -15.489, -3.594], [-16.396, -17.737, 1.512], [-19.754, -15.038, -5.513], [-18.565, -11.400, 2.060], [-24.137, -15.727, -4.945], [-25.072, -19.346, -2.682], [-16.125, -17.618, -2.727], [-19.054, -9.814, 3.366], [-18.008, -16.825, -0.940], [-23.973, -12.860, 1.982], [-20.900, -18.238, -5.734], [-20.695, -12.266, 0.563], [-23.853, -10.975, 2.291], [-20.858, -12.665, -5.427], [-23.804, -10.833, 1.212], [-19.723, -11.616, -1.252], [-17.192, -15.915, 1.895], [-22.516, -12.962, 5.650], [-19.930, -18.693, -5.536], [-20.087, -12.655, -0.070], [-24.463, -10.197, 2.750], [-19.844, -13.248, -4.177], [-20.474, -19.992, -3.926], [-22.091, -18.020, -3.225], [-23.258, -14.524, 5.979], [-24.260, -14.872, -3.162], [-23.023, -17.790, -3.215], [-21.216, -14.245, 6.765], [-23.091, -19.827, -1.597], [-19.492, -17.465, -3.073], [-20.626, -15.894, -1.092], [-16.006, -16.866, -1.947], [-20.081, -9.631, -0.693], [-22.143, -10.882, -1.447], [-21.566, -11.782, 2.267], [-20.745, -15.440, -4.177], [-25.165, -13.491, -0.449], [-22.424, -10.870, 2.888], [-20.607, -14.806, -1.150], [-20.674, -14.256, 0.954], [-18.038, -16.355, 1.780], [-22.600, -15.306, -5.550], [-17.145, -10.598, 2.597], [-21.966, -14.124, -2.153]],
  "atomic_forces_ev_per_a": [[0.9, -0.8, 0.7], [-0.1, -0.2, 0.0], [-0.4, 0.2, 0.1], [0.3, 0.2, 0.6], [0.5, 0.4, -0.2], [-0.7, -0.1, 0.2], [-0.1, -0.3, -0.1], [0.3, 0.0, 0.3], [-1.4, -1.4, 0.4], [0.0, 0.9, 0.1], [3.0, 0.5, -0.9], [0.9, 0.5, -1.5], [0.2, 0.3, 0.2], [1.1, -0.7, -0.5], [-0.2, -0.2, -0.2], [-0.2, 1.6, 0.5], [-0.3, 0.4, -0.4], [-0.2, -0.2, -0.3], [0.4, 0.7, 0.4], [-1.9, -0.2, 2.0], [0.6, 0.6, -0.6], [0.0, -1.8, 1.1], [0.4, -0.5, -0.8], [0.1, 0.5, 0.1], [-0.1, -1.1, -0.9], [0.2, 0.8, -0.5], [0.1, 0.1, 0.3], [-2.0, 1.1, -1.8], [0.1, 0.9, 0.0], [0.2, -1.9, 1.7], [-0.1, 0.0, 0.1], [-0.6, 0.6, 0.6], [1.4, -1.3, 0.6], [0.4, -0.4, 0.2], [0.9, 0.5, 0.2], [0.1, 0.2, 0.2], [0.0, 0.0, 0.0], [-1.1, -1.8, -0.8], [1.1, 1.2, -0.6], [-0.2, -0.5, 0.1], [0.1, 0.5, 1.5], [-0.2, 0.5, -0.2], [1.7, -1.5, -2.3], [0.1, 0.1, 0.1], [0.2, -2.3, -1.1], [0.3, -0.8, 0.2], [-0.1, 0.8, -0.3], [-0.7, 0.5, 0.2], [1.1, -0.7, 0.3], [0.4, -0.2, -0.2], [0.0, -0.7, -0.2], [0.3, 1.0, 0.2], [0.3, 0.1, -0.1], [0.1, -0.3, 0.1], [0.5, 1.4, -0.4], [0.9, 0.3, 0.0], [0.2, 0.4, 0.0], [-0.4, -0.2, -0.1], [0.3, 0.0, -0.1], [0.2, 0.7, 0.6], [-0.6, 1.3, 0.4], [-1.0, -0.3, 0.0], [-0.4, -0.4, 0.1], [-0.5, 1.6, 0.2], [-0.5, -1.4, 2.3], [-1.5, 0.8, -0.4], [0.7, 0.8, -0.9], [-0.3, 2.0, -2.4], [0.7, 0.4, -0.7], [-1.1, -0.4, 0.6], [-0.4, 0.9, -0.1], [0.4, 0.1, -0.1], [-0.3, 0.2, -0.5], [0.8, 0.4, -0.1], [0.2, 0.7, -1.2], [0.4, -0.4, 0.3], [-0.3, -0.5, -0.7], [0.6, 0.0, -0.5], [-0.2, 0.4, -0.4], [0.3, -0.9, -0.4], [0.2, -0.3, -1.0], [-0.4, -0.2, -0.3], [-0.5, 0.4, -0.6], [-0.2, 0.2, 0.3], [0.5, -0.7, 0.2], [0.0, -0.6, -0.2], [-0.1, 0.5, -0.1], [-0.4, 0.1, 0.7], [1.2, -0.4, 1.4], [-0.3, -0.2, -0.3], [-0.1, 0.1, -0.1], [-0.1, -0.4, 0.5], [-0.6, 0.1, 0.1], [0.2, 0.1, 0.1], [-0.5, -2.1, 0.6], [0.6, 0.0, -0.6], [-0.3, -0.2, -0.1], [0.2, 0.0, 0.7], [0.1, 0.1, 0.3], [0.6, -0.1, -0.6], [0.1, -0.1, 0.9], [0.1, 1.0, 0.2], [-0.1, 0.5, -1.9], [-1.8, 0.2, -0.8], [0.2, 0.0, -0.8], [0.5, 0.3, 0.0], [1.1, -0.2, 0.7], [-0.2, -0.9, 1.7], [-0.8, 0.7, 0.4], [0.3, -0.1, 0.1], [0.3, -0.6, -0.7], [-0.5, -0.2, 0.7], [-0.6, -1.4, 1.1], [-0.5, 1.0, -0.2], [0.3, -0.6, 1.7], [-0.5, -0.4, -0.1], [-0.2, 0.2, 0.1], [-3.0, 0.0, 1.5], [0.1, 0.4, 0.2], [-1.2, 0.5, -0.3]],
  "spin_multiplicity": 2,
  "energy_ev": -75179.1516,
  "lumo_ha": [-0.085, -0.323],
  "charge": 1,
  "de_lowest_ev": 1.7188
}

***

# 2
{
  "formula": "C3H19NO6S",
  "method": "ωB97M-V/def2-TZVPD",
  "elements": ["H", "H", "O", "H", "H", "O", "C", "H", "O", "H", "H", "H", "H", "O", "H", "H", "N", "H", "H", "H", "C", "O", "S", "H", "C", "O", "H", "H", "H", "H"],
  "coordinates": [[-0.792, -0.539, -3.820], [-2.087, -2.031, 1.610], [-1.737, 0.569, 2.272], [1.908, 2.010, 1.685], [0.567, 0.225, -0.979], [2.489, -0.557, -0.608], [-1.031, -1.864, -0.535], [-1.044, -2.261, -1.567], [-0.237, 0.235, -3.980], [1.201, -1.203, -2.016], [-1.167, 2.909, -1.303], [0.346, -0.315, 1.244], [-0.833, 3.074, 1.475], [2.281, 1.166, 1.399], [3.226, 1.333, 1.508], [0.952, -2.756, -0.098], [0.513, -1.317, 1.307], [1.496, -1.328, 1.564], [-1.955, 0.000, 1.527], [2.553, 0.268, -0.085], [1.176, -0.716, -1.040], [-1.001, 1.968, -1.359], [-2.164, -2.817, 0.493], [-0.870, 1.687, -0.431], [0.424, -1.801, -0.069], [-0.251, 2.369, 1.184], [-0.686, 0.881, -3.417], [-1.302, -0.830, -0.835], [-0.402, 1.689, 1.888], [-1.572, -0.050, 2.985]],
  "atomic_forces_ev_per_a": [[0.2, -0.1, -0.3], [0.1, -0.6, -0.6], [-0.3, -0.1, 0.3], [-0.5, 0.0, -0.3], [0.7, -0.8, -0.5], [0.7, 0.7, 0.1], [0.9, 0.5, -1.3], [-0.1, -0.7, 0.6], [-0.6, -0.2, 0.2], [-0.2, 0.7, -0.3], [0.0, 0.2, 0.0], [-0.1, 0.0, 0.2], [-0.1, 0.3, -0.1], [0.6, 0.7, 0.6], [0.1, -0.3, 0.1], [-0.2, -0.1, -0.3], [-0.1, 0.3, 0.0], [0.0, -0.2, 0.1], [0.0, 0.0, -0.2], [-0.3, -0.7, -0.4], [-1.3, -1.9, 1.3], [-0.2, -0.7, -0.1], [-0.2, 0.7, 0.3], [0.1, 0.6, -0.5], [0.6, 1.7, -0.6], [0.5, -0.2, 1.0], [0.3, 0.3, 0.1], [-0.6, -0.2, 1.0], [-0.2, 0.4, -0.8], [0.1, -0.2, 0.2]],
  "spin_multiplicity": 1,
  "energy_ev": -28029.0889,
  "lumo_ha": 0.002,
  "de_lowest_ev": 0.0000
}

***

# 3
{
  "formula": "C4H9NO2",
  "method": "ωB97M-V/def2-TZVPD",
  "elements": ["H", "C", "H", "H", "H", "C", "H", "C", "O", "H", "H", "H", "H", "O", "N", "C"],
  "coordinates": [[-0.037, -3.025, 0.656], [-0.301, 1.770, 1.050], [-0.187, 1.483, 2.101], [-0.814, 1.556, -1.285], [-0.988, -1.102, -1.566], [0.135, 0.649, 0.109], [-0.357, -3.470, -1.124], [-0.346, -2.723, -0.339], [-0.683, -0.494, 0.381], [-1.362, 2.004, 0.898], [0.260, 2.693, 0.866], [1.736, -0.457, -0.219], [2.055, 1.116, -0.065], [0.040, 1.100, -1.225], [1.526, 0.356, 0.353], [-0.679, -1.456, -0.592]],
  "atomic_forces_ev_per_a": [[0.0, 0.1, -0.1], [-0.6, 0.0, 0.3], [0.1, 0.0, -0.3], [0.2, -0.1, -0.3], [0.1, -0.1, -0.1], [0.5, 1.0, 0.8], [-0.2, 0.1, 0.1], [0.0, 0.6, 0.0], [0.3, 0.6, -0.1], [0.1, -0.1, -0.1], [0.1, -0.4, 0.0], [0.2, -0.2, 0.1], [0.0, 0.0, 0.1], [-0.9, -0.1, -0.1], [-0.2, -0.6, -0.3], [0.3, -0.8, -0.1]],
  "spin_multiplicity": 1,
  "energy_ev": -9878.2706,
  "lumo_ha": 0.030,
  "de_lowest_ev": 1.7900
}

***

# 4
{
  "formula": "H6N2O2SSi",
  "method": "ωB97M-V/def2-TZVPD",
  "elements": ["H", "H", "S", "H", "N", "H", "H", "H", "O", "N", "O", "Si"],
  "coordinates": [[1.735, -0.596, -1.408], [1.240, -2.299, 0.277], [-0.169, 0.572, 0.982], [0.179, 2.352, -0.316], [-0.593, -0.432, -0.425], [-1.423, 2.235, 0.172], [-1.495, -0.836, -0.246], [0.117, -2.337, -1.845], [1.232, 0.443, 1.190], [-0.456, 2.100, 0.425], [-1.100, 0.281, 2.018], [0.733, -1.481, -0.823]],
  "atomic_forces_ev_per_a": [[0.3, -0.1, -0.1], [0.1, -0.1, 0.1], [-1.4, -0.6, -2.1], [0.1, 0.0, -0.1], [0.9, 1.6, 2.4], [-0.2, 0.0, 0.0], [-0.4, -0.2, 0.1], [0.1, -0.2, -0.2], [0.4, 0.0, -0.3], [0.3, -0.4, 0.7], [-0.2, 0.2, 0.0], [0.0, -0.3, -0.6]],
  "spin_multiplicity": 1,
  "energy_ev": -25885.1046,
  "lumo_ha": 0.016,
  "de_lowest_ev": 0.0000
}